Record 1
This record from the Open Molecules 2025 dataset describes a molecular structure, C3H4CuMgO4 at a distorted geometry. The level of theory is ωB97M-V/def2-TZVPD.

```
! wB97M-V def2-TZVPD RIJCOSX def2/J DEFGRID3
* xyz 1 1
Cu 3.124 -2.179 0.001
Mg 1.797 1.217 -0.649
O 0.355 2.197 0.126
O 1.492 -0.605 -0.255
O -0.633 1.719 2.075
O -1.465 0.906 0.280
C 0.026 -1.056 0.003
C -1.048 -0.148 -0.583
C -0.628 1.805 0.843
H -0.212 -1.403 1.021
H -0.775 0.300 -1.550
H -0.084 -2.004 -0.553
H -1.948 -0.750 -0.759
*
```

## Properties
HOMO energy = -12.12 eV
LUMO = -6.50 eV
DFT total energy = -2257.946752 a.u.
Relative energy (zero: lowest compared OMol25 entry of this formula, charge and spin) = 0.0 kJ/mol
Strongest force on any atom = 6.2 eV Å⁻¹
Orbital gap = 5.6 eV

---

Record 2
This record from the Open Molecules 2025 dataset describes a single C3H4F2 molecule at a distorted geometry. The level of theory is ωB97M-V/def2-TZVPD.

```
! wB97M-V def2-TZVPD RIJCOSX def2/J DEFGRID3
* xyz 0 1
F 1.617 -0.650 -1.024
F -0.904 1.279 0.539
C -1.394 -0.937 0.392
C -0.497 0.039 0.186
C 0.981 0.167 -0.082
H 1.637 0.276 0.839
H -2.289 -0.691 0.984
H -1.231 -1.992 0.092
H 0.920 1.132 -0.536
*
```

## Properties
SMILES = C=C(F)CF
HOMO energy = -9.92 eV
LUMO = 0.89 eV
DFT total energy = -316.383082 a.u.
Relative energy (zero: lowest compared OMol25 entry of this formula, charge and spin) = 86.1 kJ/mol
Strongest force on any atom = 2.5 eV Å⁻¹
Orbital gap = 10.8 eV

---

Record 3
This record from the Open Molecules 2025 dataset describes a single C3H4F2 molecule at a distorted geometry. The level of theory is ωB97M-V/def2-TZVPD.

```
! wB97M-V def2-TZVPD RIJCOSX def2/J DEFGRID3
* xyz 0 1
F -0.021 0.344 -1.558
F 1.293 -0.446 0.388
C 0.244 0.337 0.782
C -0.732 0.505 -0.259
C -0.871 -0.635 0.785
H -0.439 -1.466 0.018
H 0.323 0.792 1.761
H -1.854 -0.979 1.185
H -1.322 1.322 -0.278
*
```

## Properties
SMILES = F[C@@H]1C[C@@H]1F
HOMO energy = -10.72 eV
LUMO = 1.03 eV
DFT total energy = -316.316194 a.u.
Relative energy (zero: lowest compared OMol25 entry of this formula, charge and spin) = 261.7 kJ/mol
Strongest force on any atom = 6.5 eV Å⁻¹
Orbital gap = 11.7 eV

---

Record 4
This record from the Open Molecules 2025 dataset describes a single C3H4F2O2 molecule at a distorted geometry. The level of theory is ωB97M-V/def2-TZVPD.

```
! wB97M-V def2-TZVPD RIJCOSX def2/J DEFGRID3
* xyz 0 1
F -1.576 -1.423 -1.694
F -1.388 0.766 -1.554
O 0.560 -1.638 0.034
O 0.216 0.643 0.240
C 0.649 0.786 1.582
C 0.119 -0.578 -0.254
C -0.668 -0.437 -1.568
H 1.585 0.400 1.559
H 0.462 1.766 1.825
H -0.021 0.133 2.278
H 0.063 -0.417 -2.449
*
```

## Properties
SMILES = COC(=O)C(F)F
HOMO energy = -11.01 eV
LUMO = 0.71 eV
DFT total energy = -466.895784 a.u.
Relative energy (zero: lowest compared OMol25 entry of this formula, charge and spin) = 19.9 kJ/mol
Strongest force on any atom = 4.6 eV Å⁻¹
Orbital gap = 11.7 eV